Record 1
# C2H8

2 unconnected molecules or ions with the total composition C2H8 (ωB97M-V/def2-TZVPD, OMol25).

Calculated values
SMILES string: C.C
Total charge: 0
HOMO level: -13.160 eV
Lowest unoccupied orbital energy: 1.1 eV
2S+1: 1
Gap between HOMO and LUMO: 14.28 eV

Last column: Löwdin charge in e.
Element x y z (Å)
1 H 1.0874 0.3706 1.7140  0.0183
2 H -2.0520 1.4065 -1.1156  0.0177
3 H -0.6408 0.2962 -1.1527  0.0026
4 H -2.1771 -0.2293 -0.3841  0.0185
5 H 1.2328 -0.7318 0.3032  0.0046
6 H 1.9502 -1.1962 1.8834  0.0168
7 C -1.7379 0.3561 -1.2053  -0.0555
8 C 1.7378 -0.3564 1.2055  -0.0574
9 H 2.6811 0.1324 0.9206  0.0174
10 H -2.0815 -0.0481 -2.1690  0.0170

Record 2
# C2H8

2 unconnected molecules or ions with the total composition C2H8 (ωB97M-V/def2-TZVPD, OMol25).

Calculated values
SMILES string: C.C
Total charge: 0
HOMO level: -12.962 eV
Lowest unoccupied orbital energy: 1.2 eV
2S+1: 1
Gap between HOMO and LUMO: 14.12 eV

Last column: Löwdin charge in e.
Element x y z (Å)
1 C 0.4769 0.6129 1.6752  -0.0557
2 H 0.2268 -0.3304 1.1677  -0.0019
3 H 0.1606 -1.4001 -2.1032  0.0201
4 C -0.4771 -0.6128 -1.6750  -0.0591
5 H 0.2788 1.4571 0.9984  0.0185
6 H -1.3077 -0.3994 -2.3639  0.0184
7 H 0.1184 0.2998 -1.5248  0.0152
8 H -0.1384 0.7165 2.5812  0.0187
9 H 1.5411 0.6081 1.9533  0.0197
10 H -0.8795 -0.9518 -0.7090  0.0062

Record 3
# C2H8

2 unconnected molecules or ions with the total composition C2H8 (ωB97M-V/def2-TZVPD, OMol25).

Calculated values
SMILES string: C.C
Total charge: 0
HOMO level: -13.182 eV
Lowest unoccupied orbital energy: 1.1 eV
2S+1: 1
Gap between HOMO and LUMO: 14.30 eV

Last column: Löwdin charge in e.
Element x y z (Å)
1 C -13.3786 -3.4096 0.4149  -0.0579
2 H -10.8647 -2.6858 -1.8274  0.0079
3 H -14.4750 -3.4671 0.3482  0.0165
4 H -10.1040 -1.6274 -3.0634  0.0163
5 H -13.0685 -3.5340 1.4629  0.0176
6 H -10.9829 -0.9000 -1.6756  0.0159
7 C -10.3398 -1.7336 -1.9943  -0.0580
8 H -13.0399 -2.4302 0.0461  0.0085
9 H -9.4079 -1.7218 -1.4100  0.0179
10 H -12.9317 -4.2070 -0.1971  0.0154

Record 4
# C2H8

2 unconnected molecules or ions with the total composition C2H8 at a distorted geometry (ωB97M-V/def2-TZVPD, OMol25).

Calculated values
SMILES string: C.C
Total charge: 0
HOMO level: -12.687 eV
Lowest unoccupied orbital energy: 1.0 eV
2S+1: 1
Gap between HOMO and LUMO: 13.72 eV

Last column: Löwdin charge in e.
Element x y z (Å)
1 C -2.3041 -1.6209 1.8000  -0.0532
2 H -1.6456 -1.7892 2.6390  0.0123
3 H 1.6760 1.7694 -2.5727  0.0150
4 H -3.2670 -2.1150 1.9665  0.0149
5 H -1.9206 -1.9141 0.8262  0.0130
6 C 2.4430 1.6485 -1.8007  -0.0552
7 H 1.7725 1.8604 -0.9590  0.0140
8 H -2.6442 -0.5913 1.6729  0.0131
9 H 2.5222 0.5601 -1.7198  0.0141
10 H 3.3677 2.1920 -1.8524  0.0121

Record 5
# C2H81NaO39

A molecular structure, C2H81NaO39 at a distorted geometry (ωB97M-V/def2-TZVPD, OMol25).

Calculated values
Total charge: 0
HOMO level: -8.559 eV
Lowest unoccupied orbital energy: -2.0 eV
2S+1: 1
Gap between HOMO and LUMO: 6.55 eV

Last column: Löwdin charge in e.
Element x y z (Å)
1 H 1.5695 -0.8815 -5.5451  -0.0193
2 H -3.2663 3.0919 3.0918  0.0828
3 H -0.8457 1.1216 4.5369  0.0118
4 Na -2.7328 -1.3348 5.0338  0.6814
5 O -1.2791 -3.3859 4.9100  -0.0301
6 H -3.2653 -3.6511 -2.6572  0.0293
7 H -5.8951 -2.8113 0.6225  0.0435
8 O -1.1592 -2.8738 -6.0658  -0.0652
9 O 0.1630 2.4924 3.0966  -0.0402
10 H 3.1896 -1.0896 4.1375  0.0009
11 O 1.5414 4.2414 0.2625  -0.0520
12 H -4.6610 -3.6849 0.6994  0.0258
13 O 0.9457 -0.5683 -6.2000  -0.0689
14 H -0.8536 -3.4390 -2.2482  0.0243
15 O 3.9824 2.9615 3.1775  -0.0113
16 H -4.2780 0.5026 -2.4371  0.0149
17 H -0.0677 2.6106 -4.7140  0.0086
18 H 1.2768 -5.9653 -0.1370  -0.0155
19 H -0.6474 -3.1969 -6.8074  0.0297
20 O -0.0146 -3.0517 -1.9987  -0.0457
21 H 1.2670 -2.2246 -2.9701  -0.0232
22 O -2.5298 -4.2162 -2.4205  -0.0254
23 H 0.3694 -1.2306 -0.0620  0.0536
24 O -4.3937 -2.1695 -3.7134  -0.0494
25 H -2.9536 -1.1094 1.8363  0.0391
26 C -0.5187 -0.6095 -0.1789  -0.0605
27 H 3.7822 3.3764 2.3384  0.0523
28 H -1.3376 -1.1676 0.2751  0.0481
29 H -3.0892 1.1381 -3.1260  0.0444
30 O 3.4118 1.0187 0.5868  -0.0394
31 O 2.0927 3.0028 4.8772  -0.0837
32 H -0.0092 -4.3387 1.3012  0.0298
33 H -1.1882 -3.7701 5.7820  0.0565
34 H -2.4288 -4.3573 -0.4949  -0.0063
35 O 4.3761 3.6855 -0.0452  -0.0421
36 O 0.6257 1.5590 -0.1829  -0.3367
37 H 4.3379 -0.6641 -0.0437  -0.0208
38 H 3.3080 0.8201 -3.8454  -0.0151
39 O 2.5809 -3.0358 -0.4308  -0.0227
40 O -1.0698 4.9611 1.1901  -0.0277
41 O -0.3102 2.0778 -5.4713  -0.0300
42 H -6.6109 -0.4450 -0.8720  0.0773
43 H -0.3162 2.5434 -1.5719  -0.0075
44 H -0.1387 -2.7745 -1.0909  0.0122
45 H -1.1428 5.7234 1.7644  0.0725
46 O 1.8523 -4.9097 -2.8032  -0.0570
47 H -0.6571 -3.8712 4.3679  0.0445
48 H -1.3791 4.2286 1.7231  -0.0051
49 O -0.9589 0.5389 5.2878  -0.0478
50 H -3.6186 4.3580 -0.4440  0.0351
51 O 3.2496 -1.8741 4.6826  -0.0484
52 H 3.4853 1.0938 -5.3238  0.0354
53 C -0.3295 0.7888 0.4897  -0.4057
54 H -2.1653 3.9337 -0.4434  -0.0053
55 H -0.7477 -0.6560 -1.2436  0.0778
56 H -0.5068 -2.5293 -5.4559  0.0038
57 H 2.7777 3.0488 4.2102  -0.0656
58 O -2.9882 -0.5662 2.6237  -0.0420
59 O 2.3470 1.9248 -2.5651  -0.0264
60 H 2.5949 1.0878 0.0927  0.0117
61 H -5.3308 1.7513 1.4681  0.0639
62 O -2.4547 -4.4279 0.4594  -0.0422
63 H 1.3433 6.2846 -0.2598  -0.0134
64 O 4.7408 -1.5268 -0.1422  -0.0742
65 H 1.5038 -2.4810 3.6517  0.0043
66 H 2.4302 0.4572 2.1493  0.0196
67 H 4.6224 3.5440 3.5865  0.0908
68 H -0.4506 2.7111 -6.1752  0.0473
69 H 2.6407 -1.7931 -3.4376  0.0431
70 H 4.0364 -2.3223 4.3723  0.0696
71 H 4.0185 -2.1013 -0.3963  -0.0435
72 O -5.6673 -0.4137 -0.7142  -0.0202
73 H -1.4827 3.1291 -2.3387  0.0206
74 H -0.0736 0.2402 5.4955  0.0008
75 H -0.7921 2.5310 3.1465  0.0021
76 O 2.6885 0.3408 3.0636  -0.0413
77 H -1.2846 1.3097 0.4228  0.0768
78 H 2.7521 -3.9759 -0.4870  0.0478
79 H 1.7630 -1.2109 5.6550  0.0007
80 H 1.0452 6.1574 -2.5446  -0.0050
81 H 3.5401 4.0738 -0.3032  0.0064
82 O 0.8718 -4.6844 1.1577  -0.0239
83 O -4.6537 1.0982 1.2915  -0.0471
84 H 2.1709 -5.3661 -2.0244  -0.0259
85 H 1.8118 2.6412 -2.9065  0.0265
86 H -1.7849 -5.0785 0.6701  0.0260
87 O 3.5400 0.3955 -4.6714  -0.0540
88 H 3.1709 1.1387 3.2802  0.0198
89 H 0.4504 4.8004 -2.8553  -0.0218
90 O -0.5356 2.9983 -2.3851  -0.0367
91 H -0.1774 0.6373 1.5584  0.0730
92 H 0.3516 2.4181 2.1611  0.0268
93 H -5.4045 -1.3317 -0.6481  0.0139
94 H 1.8858 1.6347 -1.7780  -0.0034
95 H 1.4805 -7.4595 -0.2704  0.0471
96 O -5.1512 -3.1179 0.1040  -0.0348
97 H 0.6234 -1.7588 6.4875  0.0395
98 H 1.1696 3.4151 -0.0462  -0.0077
99 H 3.6312 1.9220 0.8152  0.0095
100 O 1.7447 -6.6224 -0.6523  -0.0462
101 H -2.7545 -5.0701 -2.7901  0.0817
102 H 2.4994 7.1653 -0.6837  0.0456
103 O -2.8640 4.2407 -1.0212  -0.0395
104 H 4.5528 3.0275 -0.7174  0.0468
105 H 1.1515 -1.2607 2.8279  0.0107
106 H -4.1207 -2.2367 -4.6284  0.0518
107 H 2.1014 -2.9279 0.3906  0.0290
108 H 1.4049 -4.1356 -2.4615  -0.0404
109 O -3.8042 0.5179 -3.2687  -0.0261
110 O 0.8703 -2.1570 3.0115  -0.0401
111 O -2.5022 2.9332 2.5375  -0.0212
112 H 0.5656 0.2198 -5.8119  -0.0143
113 O 1.7419 -1.9174 -3.7423  -0.0382
114 O 1.5530 7.1754 -0.5404  -0.0396
115 H -2.8069 2.3046 1.8831  0.0230
116 O 1.0829 -0.9465 6.2745  -0.0226
117 H 1.2876 2.8453 4.3840  -0.0362
118 H -3.9516 -1.3854 -3.3880  -0.0081
119 O 0.8404 5.5692 -3.2714  -0.0530
120 H 1.2038 -4.8675 2.0366  0.0668
121 H -5.0872 0.4457 0.7415  -0.0014
122 H 0.7875 4.7424 0.5736  -0.0044
123 H -3.3078 0.2821 2.3161  -0.0096

Record 6
# C2H8BN3O4

A single C2H8BN3O4 molecule at a distorted geometry (ωB97M-V/def2-TZVPD, OMol25).

Calculated values
SMILES string: CN(B(O)O)[C@H](N)[N+](=O)[O-]
Total charge: 0
HOMO level: -9.582 eV
Lowest unoccupied orbital energy: 0.2 eV
2S+1: 1
Gap between HOMO and LUMO: 9.82 eV

Last column: Löwdin charge in e.
Element x y z (Å)
1 O 0.9233 -1.1863 -2.3574  0.0963
2 H 0.1111 -0.8351 3.1304  0.0200
3 C 1.8565 0.4646 0.1664  -0.0314
4 B -0.1624 -0.3184 1.2751  -0.7047
5 H -1.9831 1.5654 -0.9160  0.0770
6 H -2.1764 0.0131 -0.5598  0.0592
7 H 1.8671 1.6094 0.2572  0.1226
8 H -1.8867 -0.5585 2.1877  0.0810
9 H 2.3951 0.2946 -0.6816  0.0465
10 N -0.1091 -0.9144 -1.8141  -0.3666
11 H 2.3599 0.0663 1.0564  0.0971
12 O 0.5702 -0.4476 2.4852  0.1779
13 H 0.1172 1.1893 -1.8891  0.1575
14 O -1.4676 -0.6707 1.3760  0.1936
15 O -1.0030 -1.6612 -1.5328  0.0992
16 N 0.4105 0.2912 0.1262  0.0316
17 C -0.1764 0.4501 -1.1825  -0.2330
18 N -1.6461 0.6481 -1.1271  0.0761

Record 7
# C2H8BNO2

2 unconnected molecules or ions with the total composition C2H8BNO2 at a distorted geometry (ωB97M-V/def2-TZVPD, OMol25).

Calculated values
Total charge: 0
HOMO level: -8.861 eV
Lowest unoccupied orbital energy: -0.2 eV
2S+1: 1
Gap between HOMO and LUMO: 8.68 eV

Last column: Löwdin charge in e.
Element x y z (Å)
1 H -1.5417 -1.3843 -0.4249  0.1103
2 H -1.0374 -1.0914 1.2261  0.0265
3 H -1.5731 1.1243 -1.2568  0.0853
4 H 0.7159 -1.1948 -1.1206  0.0572
5 H 1.1400 -2.2958 0.2870  0.1450
6 B -0.2950 2.1163 0.0941  -0.9732
7 C 0.6957 -1.2472 -0.0746  -0.1516
8 N -1.0248 1.0308 -0.3485  0.1824
9 H 1.1432 -0.3052 0.2566  0.0717
10 O 0.5723 2.0577 1.1310  0.1774
11 H 0.4380 3.7721 -0.5090  0.0991
12 O -0.4061 3.2981 -0.6362  0.1109
13 H 0.5475 1.3755 1.7225  0.0388
14 C -0.6794 -1.1212 0.2903  0.0200

Record 8
# C2H8BrCdF6NO8S2

A molecular structure, C2H8BrCdF6NO8S2 at a distorted geometry (ωB97M-V/def2-TZVPD, OMol25).

Calculated values
Total charge: 0
HOMO level: -8.464 eV
Lowest unoccupied orbital energy: -1.2 eV
2S+1: 1
Gap between HOMO and LUMO: 7.29 eV

Last column: Löwdin charge in e.
Element x y z (Å)
1 O 1.5629 3.0382 1.2196  -0.2571
2 F -1.2091 2.4879 -3.2632  0.1648
3 S 1.0313 1.7044 1.3505  0.6452
4 O 1.9073 0.8089 2.0565  -0.3037
5 O 1.5551 2.5765 -1.7015  -0.2599
6 O 0.9152 -1.6504 1.9682  -0.1571
7 O -0.5739 3.2478 -0.6362  -0.2843
8 Cd 0.4100 -1.1019 -0.2080  1.1759
9 C -0.5073 1.9073 2.4490  -0.6776
10 F -0.2606 2.8091 3.3769  0.1701
11 F -0.8113 0.7405 2.9996  0.1334
12 N 0.4336 0.9667 -0.0791  -0.4256
13 F 0.0346 0.7551 -3.3365  0.1013
14 H -0.8849 -2.1710 -2.4859  0.0801
15 H 0.3853 -1.4656 -3.0066  0.0747
16 O -1.6662 -1.0883 0.4654  -0.1055
17 S 0.3017 2.2003 -1.0950  0.5724
18 H -2.3098 -0.3900 0.6613  0.0835
19 F -1.5427 2.3415 1.7364  0.1316
20 H 1.8165 -1.4766 2.2851  0.0579
21 O 0.2704 -3.3710 -0.1032  -0.1539
22 H 0.2468 -3.9891 -0.8466  0.0726
23 H 0.1482 -3.9172 0.6840  0.0671
24 C -0.7284 1.5071 -2.5214  -0.6608
25 F -1.7424 0.7740 -2.0481  0.1045
26 Br 3.0074 -1.4689 -0.8522  -0.3323
27 H 0.5290 -2.2664 2.6032  0.0685
28 H -2.1575 -1.9182 0.5421  0.0736
29 O -0.1612 -1.5910 -2.2138  -0.1595

Record 9
# C2H8Cl2NOP3

A single C2H8Cl2NOP3 molecule at a distorted geometry (ωB97M-V/def2-TZVPD, OMol25).

Calculated values
SMILES string: CN(C)O[PH]#[PH]P(Cl)Cl
Total charge: 0
HOMO level: -8.878 eV
Lowest unoccupied orbital energy: 0.6 eV
2S+1: 1
Gap between HOMO and LUMO: 9.46 eV

Last column: Löwdin charge in e.
Element x y z (Å)
1 H 1.6661 -1.4679 0.1650  0.0937
2 H -4.2586 0.5745 0.9609  -0.1231
3 H 1.2930 -0.1554 2.2074  0.0752
4 H 0.8047 -1.2064 -1.4726  0.1009
5 H -1.8956 1.5813 1.5192  -0.0708
6 C 1.3959 -0.7463 -0.6281  -0.0943
7 H 2.5074 0.5649 1.1588  0.0873
8 O -0.5833 -0.2906 0.5401  -0.5877
9 H 2.1376 -0.0454 -1.0527  0.1019
10 N 0.6861 0.2123 0.1460  -0.3804
11 P -3.3169 -0.5300 0.9749  0.3264
12 P -4.1085 -0.8619 -1.0746  -0.2245
13 Cl -2.6598 -2.0597 -1.8293  0.0679
14 Cl -5.3673 -2.2931 -0.4365  0.0574
15 H 0.9975 1.5607 1.6294  0.1052
16 C 1.4303 0.5189 1.3807  -0.0846
17 P -1.7512 0.7936 0.2078  0.5494

Record 10
# C2H8CsO2

A molecular structure, C2H8CsO2 at a distorted geometry (ωB97M-V/def2-TZVPD, OMol25).

Calculated values
Total charge: +1
HOMO level: -14.392 eV
Lowest unoccupied orbital energy: -3.3 eV
2S+1: 1
Gap between HOMO and LUMO: 11.09 eV

Last column: Löwdin charge in e.
Element x y z (Å)
1 H 0.3554 -0.9138 -0.7527  0.0646
2 H -0.6458 0.7632 3.2870  0.0919
3 C -0.6258 0.2378 2.3322  -0.1604
4 H 0.2793 -0.3644 2.4119  0.0889
5 Cs -1.9230 1.4869 -1.2024  1.1637
6 H 1.9162 -0.3813 -1.5208  0.0917
7 H -1.5125 -0.3930 2.2694  0.0929
8 O 0.1254 -0.1416 -2.6010  -0.2755
9 H 0.0946 1.8526 1.6207  0.0935
10 O -0.4828 1.1549 1.3021  -0.2931
11 C 0.9430 -0.8494 -1.6684  -0.1365
12 H 0.3520 -0.6042 -3.4111  0.0840
13 H 1.1241 -1.8476 -2.0670  0.0941

Record 11
# C2H8IN4O2

3 unconnected molecules or ions with the total composition C2H8IN4O2 at a distorted geometry (ωB97M-V/def2-TZVPD, OMol25).

Calculated values
Total charge: -1
HOMO level: -4.394 eV
Lowest unoccupied orbital energy: 3.1 eV
2S+1: 1
Gap between HOMO and LUMO: 7.53 eV

Last column: Löwdin charge in e.
Element x y z (Å)
1 H -3.0600 19.7157 1.3235  -0.0786
2 N -3.6222 20.8471 -2.8985  0.1512
3 O -5.1464 20.5674 -4.3641  -0.0019
4 N -5.4354 21.8960 -2.5549  0.1634
5 H -2.1912 18.3601 0.7195  0.0986
6 H -2.5179 16.4454 3.3106  0.1146
7 H -6.4303 21.9990 -2.6948  0.1150
8 H -3.2827 21.3774 -2.1088  -0.0190
9 N -2.3720 17.0951 2.5512  0.1288
10 H -2.9529 20.3945 -3.5046  0.1201
11 C -4.7607 21.1252 -3.3641  -0.8570
12 N -2.7079 18.7818 1.4780  0.1274
13 C -3.1065 18.1486 2.5665  -0.8131
14 H -4.8910 22.1221 -1.7347  -0.0421
15 I -3.3282 22.3051 0.6162  -0.3754
16 O -3.8453 18.5371 3.4149  0.0629
17 H -1.7581 16.9785 1.7577  0.1050

Record 12
# C2H8INO3Si

A single C2H8INO3Si molecule at a distorted geometry (ωB97M-V/def2-TZVPD, OMol25).

Calculated values
Total charge: 0
HOMO level: -8.272 eV
Lowest unoccupied orbital energy: 0.2 eV
2S+1: 1
Gap between HOMO and LUMO: 8.45 eV

Last column: Löwdin charge in e.
Element x y z (Å)
1 Si -0.5392 0.2709 -0.2419  -0.0070
2 C 0.1809 -2.2149 0.5811  -0.1122
3 O 0.1840 -0.7850 0.7466  -0.2561
4 H 1.5515 2.5567 -0.6675  0.0905
5 H 1.2679 -2.5284 0.5816  0.1053
6 H -0.2859 -2.6660 1.4977  0.0985
7 H 0.3815 3.5439 0.3523  0.0969
8 N -0.4545 0.0912 -1.8957  -0.0407
9 H 1.5466 2.4508 0.9850  0.0597
10 I -3.1269 -0.1062 0.2101  1.0726
11 O -0.1930 1.7704 0.1491  -0.2199
12 H -0.4314 -2.4054 -0.3512  0.0808
13 C 0.9101 2.6183 0.1940  -0.1000
14 H -0.5077 -0.8908 -2.1882  0.0429
15 O -4.3205 0.6602 -1.1150  -1.0077
16 H -1.1913 0.5706 -2.4991  0.0964

Record 13
# C2H8N2

A gas-phase ion, C2H8N2 (charge -1) at a distorted geometry (ωB97M-V/def2-TZVPD, OMol25).

Calculated values
Total charge: -1
HOMO level (alpha / beta): 1.472 / -4.499 eV
Lowest unoccupied orbital energy (alpha / beta): 4.7 / 4.8 eV
2S+1: 2
Gap between HOMO and LUMO (alpha / beta): 3.23 / 9.32 eV

Last column: Löwdin charge in e.
Element x y z (Å)
1 H 0.6271 1.4711 1.4130  -0.0190
2 H -1.3276 1.3574 -0.0699  0.0675
3 H 0.9597 2.0359 -0.3411  0.0052
4 C -0.7466 -0.7739 0.2332  -0.4680
5 H -0.0691 -0.9651 -1.7241  0.0627
6 H 0.9642 -1.7379 -0.6670  -0.0001
7 H 1.5345 0.4396 0.5494  0.0255
8 H -1.7952 -1.0548 0.1498  0.0651
9 N -0.5399 0.6023 -0.2079  -0.2018
10 H -0.3158 -1.0257 1.1818  0.0497
11 N -0.0071 -1.5435 -0.8439  -0.0623
12 C 0.7157 1.1945 0.3268  -0.5246